Density functional theory data (ωB97M-V/def2-TZVPD) for 2 unconnected molecules or ions with the total composition C2H9N3O in a non-equilibrium geometry.

```
15
Properties=species:S:1:pos:R:3:forces:R:3:nbo_charge:R:1
H -1.587 -0.276 0.357 0.124 -0.293 1.030 0.371
N -0.862 0.411 0.268 -0.801 1.500 -2.403 -0.839
C 0.196 -0.005 -0.310 1.780 1.296 -1.176 0.643
N 1.025 0.676 -1.277 1.599 -1.395 1.272 -0.838
N 0.785 -1.201 0.045 -0.766 -1.788 -0.496 -0.680
C -0.225 -2.097 0.603 2.356 -1.376 0.763 -0.417
H 1.922 0.149 -1.444 -1.582 0.653 0.499 0.369
H 0.808 1.091 -2.173 -1.232 0.347 0.793 0.413
H 1.698 -1.191 0.468 -0.013 0.069 -0.088 0.397
H -0.968 -2.277 -0.136 -0.698 -0.155 -0.582 0.195
H -0.648 -1.655 1.478 -0.528 -0.024 0.799 0.191
H 0.235 -3.093 0.859 -0.376 1.053 -0.213 0.207
O -0.914 3.284 0.093 1.105 1.589 0.800 -0.979
H -0.241 3.736 0.693 -1.581 -1.376 -1.038 0.465
H -1.224 2.448 0.474 0.611 -0.100 0.039 0.503
```
Forces are in eV/Å.

Results
- Energy relative to the best compared isomer or geometry (same formula, charge and spin): 46.5 kcal per mole
- Charge: 0
- Calculated total energy: -321.0577 a.u.

***

Density functional theory data (ωB97M-V/def2-TZVPD) for a molecular structure, C4H4O in a non-equilibrium geometry.

```
9
Properties=species:S:1:pos:R:3:forces:R:3:nbo_charge:R:1
C -0.334 0.870 -0.905 0.530 -2.942 1.680 -0.541
C 1.033 1.112 -1.065 1.047 -2.164 2.778 0.331
C 0.466 -0.645 0.693 -1.818 -0.106 2.119 -0.129
C -0.709 -0.236 -0.129 -0.773 1.012 -0.076 0.000
O 1.559 -0.089 0.227 0.957 3.420 -3.394 -0.586
H -1.062 1.386 -1.410 -1.391 1.324 -1.438 0.236
H 0.153 -0.100 1.751 0.242 -1.291 -1.806 0.224
H 0.697 -1.707 0.916 -0.812 0.310 -0.046 0.232
H -1.805 -0.592 -0.077 2.017 0.438 0.183 0.234
```
Forces are in eV/Å.

Results
- Energy relative to the best compared isomer or geometry (same formula, charge and spin): 110.5 kcal per mole
- Charge: 0
- Calculated total energy: -229.8518 a.u.

***

Density functional theory data (ωB97M-V/def2-TZVPD) for 2 unconnected molecules or ions with the total composition C3H3F2N in a non-equilibrium geometry.

```
9
Properties=species:S:1:pos:R:3:forces:R:3:nbo_charge:R:1
C -0.080 -0.065 1.293 0.126 0.007 1.072 -0.606
C -0.062 1.052 0.625 0.177 -0.437 -1.008 0.755
F -0.185 1.178 -0.712 -0.134 0.170 1.074 -0.321
F 0.157 2.201 1.151 0.290 1.820 0.454 -0.294
H -0.332 -0.905 0.726 -0.217 -1.396 -0.441 0.230
H 0.115 -0.123 2.376 -0.260 0.218 -0.881 0.237
C 0.144 -1.069 -1.936 1.779 -0.092 0.836 0.075
N -0.931 -1.419 -1.835 -1.357 -0.399 -0.446 -0.315
H 1.174 -0.851 -1.688 -0.404 0.108 -0.660 0.238
```
Forces are in eV/Å.

Results
- Energy relative to the best compared isomer or geometry (same formula, charge and spin): 36.1 kcal per mole
- Charge: 0
- Calculated total energy: -370.5326 a.u.

***

Density functional theory data (ωB97M-V/def2-TZVPD) for a molecular structure, C37H46F3N4S4SbTa.

```
96
Properties=species:S:1:pos:R:3:forces:R:3:mulliken_charge:R:1
Ta -1.115 -0.228 0.126 0.741 -0.415 -0.007 -0.679
C -0.558 -3.142 -2.932 0.011 -0.085 0.045 -0.315
C -0.711 -3.955 -1.656 0.006 -0.109 -0.082 -1.252
S -0.619 -3.016 -0.091 0.134 0.318 0.128 0.284
C -2.104 -3.537 0.777 -0.051 -0.251 0.093 0.184
C -3.405 -3.156 0.111 -0.138 -0.010 0.128 -1.235
S -3.544 -1.379 -0.251 -0.033 0.070 -0.019 0.265
C -4.096 -1.457 -1.987 0.129 -0.087 -0.127 -0.923
C -3.187 -2.178 -2.979 -0.017 -0.003 0.167 -1.057
S -1.467 -1.602 -2.939 0.003 0.214 -0.013 0.255
H -0.846 -3.758 -3.785 0.017 -0.014 -0.008 0.643
H 0.480 -2.848 -3.089 -0.071 -0.063 -0.036 -0.243
H 0.093 -4.689 -1.598 -0.035 -0.047 0.059 0.633
H -1.653 -4.501 -1.623 -0.015 0.033 -0.048 0.604
H -2.021 -3.043 1.738 0.008 -0.064 -0.010 -1.127
H -2.053 -4.613 0.949 0.016 -0.019 -0.105 0.824
H -4.231 -3.416 0.774 -0.026 0.031 -0.017 0.688
H -3.570 -3.691 -0.822 0.038 -0.011 0.004 0.684
H -4.273 -0.428 -2.283 -0.012 0.054 -0.024 0.442
H -5.070 -1.946 -1.953 -0.021 0.011 0.004 0.705
H -3.571 -2.010 -3.985 -0.062 -0.007 0.005 0.634
H -3.200 -3.254 -2.809 0.025 0.006 -0.043 0.525
C 5.458 0.751 -0.761 -0.023 -0.018 -0.013 -1.401
C 4.715 -0.320 -1.516 0.041 0.018 -0.022 0.685
C 5.381 -1.064 -2.494 0.013 -0.018 0.022 -0.822
C 4.738 -2.033 -3.244 0.011 -0.010 -0.016 -0.960
C 3.390 -2.300 -3.030 -0.005 0.016 0.001 -0.607
C 2.712 -1.590 -2.059 0.015 -0.045 0.037 1.267
C 3.367 -0.607 -1.321 -0.112 0.017 0.078 -1.323
N 2.593 0.092 -0.325 0.021 0.353 -0.157 1.787
C 1.550 0.900 -0.616 0.242 -0.105 -0.356 -2.575
N 1.293 1.157 -1.908 -0.068 0.177 0.417 0.367
C -0.021 1.538 -2.266 -0.087 -0.057 -0.193 -0.118
C -1.069 0.982 -1.523 -0.197 0.590 -0.657 1.721
C -2.377 1.363 -1.852 0.118 -0.083 0.147 -0.904
C -2.623 2.232 -2.902 0.041 0.145 -0.119 -1.996
C -1.557 2.718 -3.644 -0.118 0.021 0.018 -0.841
C -0.233 2.392 -3.336 0.068 -0.010 -0.032 1.272
C 0.916 2.954 -4.125 -0.018 0.013 0.012 -1.736
N 0.742 1.341 0.384 -0.264 -0.382 -0.577 1.282
C 0.514 2.798 0.368 0.374 -0.090 0.212 0.627
C -0.718 3.415 0.183 0.013 0.063 0.001 -0.205
C -0.865 4.789 0.320 -0.072 -0.075 -0.022 -1.646
C 0.224 5.572 0.643 0.059 0.085 0.007 -1.036
C 1.459 4.969 0.816 0.015 0.023 -0.043 -0.942
C 1.632 3.596 0.684 -0.018 0.003 -0.041 0.882
C 3.015 3.032 0.880 -0.045 -0.009 -0.017 -0.733
H 6.515 0.501 -0.695 -0.009 0.005 -0.014 0.537
H 5.099 0.901 0.259 -0.002 -0.039 0.008 0.244
H 5.383 1.711 -1.278 -0.005 -0.015 0.018 0.313
H 6.433 -0.870 -2.665 -0.016 -0.009 0.004 0.508
H 5.290 -2.589 -3.991 -0.013 0.022 0.011 0.462
H 2.888 -3.065 -3.610 0.022 0.007 0.011 0.491
H 1.665 -1.792 -1.848 0.055 0.058 0.071 -0.313
H 3.062 0.354 0.531 0.004 -0.101 0.084 0.599
H 1.993 0.984 -2.617 0.019 -0.044 0.004 0.552
H -3.215 1.036 -1.247 -0.104 0.060 0.045 1.142
H -3.634 2.545 -3.132 0.030 -0.018 0.002 0.587
H -1.748 3.396 -4.468 0.007 -0.025 0.018 0.475
H 0.578 3.748 -4.787 0.006 -0.014 0.007 0.470
H 1.382 2.188 -4.751 -0.003 0.009 0.028 0.382
H 1.681 3.370 -3.466 -0.016 -0.007 -0.004 0.353
H -1.595 2.851 -0.083 0.012 0.086 0.006 0.281
H -1.841 5.237 0.177 0.025 -0.021 0.000 0.549
H 0.120 6.643 0.758 0.002 -0.026 0.005 0.463
H 2.321 5.577 1.068 -0.030 -0.016 -0.013 0.480
H 3.720 3.829 1.106 -0.026 -0.004 0.044 0.521
H 3.387 2.537 -0.018 0.032 0.059 -0.022 -0.047
H 3.048 2.319 1.708 0.003 -0.035 0.006 -0.008
F -3.146 2.903 3.847 -0.025 0.027 -0.010 -0.200
C -2.640 1.973 4.663 -0.023 -0.057 -0.039 0.567
F -3.050 2.220 5.897 -0.002 0.015 0.003 -0.270
F -1.296 2.096 4.633 0.008 0.018 -0.001 -0.165
C -3.027 0.575 4.219 0.071 -0.001 0.062 -0.001
C -3.690 -0.279 5.085 -0.024 -0.015 0.010 -0.626
C -3.956 -1.578 4.677 -0.004 -0.007 0.014 -1.121
C -3.506 -1.982 3.435 -0.037 0.001 0.011 -0.096
N -2.858 -1.173 2.589 -0.177 0.030 -0.019 0.597
C -2.661 0.081 2.968 0.068 0.173 0.001 0.120
S -1.872 1.171 1.788 -0.476 -0.247 0.454 -0.130
H -3.988 0.070 6.065 -0.006 -0.005 -0.017 0.580
H -4.488 -2.269 5.317 0.023 0.022 -0.007 0.481
H -3.673 -3.004 3.111 0.032 0.011 -0.017 0.361
C 2.389 -2.514 1.697 0.234 0.084 -0.084 -1.216
Sb 0.895 -1.069 2.056 -0.608 -0.218 0.412 1.049
C 1.749 0.392 3.304 0.081 0.061 -0.012 -1.186
C -0.098 -2.206 3.561 0.097 -0.022 0.140 -1.455
H 2.830 -2.712 2.675 0.031 -0.021 -0.057 0.552
H 3.156 -2.171 1.007 0.008 -0.030 -0.004 0.316
H 1.927 -3.420 1.315 0.013 -0.003 0.019 0.356
H 1.525 0.097 4.328 0.038 0.022 0.000 0.716
H 1.313 1.362 3.083 0.007 0.040 -0.005 0.251
H 2.830 0.413 3.168 -0.022 0.050 0.021 0.412
H 0.694 -2.581 4.210 -0.011 0.000 0.010 0.614
H -0.636 -3.058 3.156 0.026 -0.033 0.038 0.416
H -0.769 -1.583 4.148 0.035 -0.003 -0.025 0.453
```
Forces are in eV/Å.

Results
- Energy relative to the best compared isomer or geometry (same formula, charge and spin): 71.4 kcal per mole
- Charge: +3
- Calculated total energy: -3845.2503 a.u.

***

Which value of energy relative to the best compared isomer or geometry (same formula, charge and spin) does entry 2 give? 110.5 kcal per mole